(1)
Computed, not measured: an isolated ion of composition C4H8NO2 and charge -1 at a distorted geometry, with ωB97M-V/def2-TZVPD.

Cartesian coordinates (Å):
N  1.785068  0.202172  0.152057
C  1.060076  -0.217117  1.241282
O  1.620481  -0.605324  2.260199
C  -0.440465  -0.075590  1.130590
C  -0.998562  -0.456759  -0.237509
C  -0.745182  0.580337  -1.446992
O  -0.101354  0.024069  -2.458853
H  2.710641  -0.188025  0.122534
H  1.274192  0.234638  -0.722791
H  -0.761139  0.912818  1.465139
H  -0.903473  -0.780249  1.827351
H  -2.067321  -0.698190  -0.195053
H  -0.501401  -1.357763  -0.607915
H  -0.178463  1.389301  -0.901233
H  -1.753096  1.035681  -1.628805

Forces on atoms 1 to 3 (eV/Å):
N -0.617 -0.469 0.465
C 0.602 0.592 0.076
O -0.193 -0.151 -0.030

As for the SMILES: NC(=O)CCC[O-]. Its charge is -1. The value obtained for the LUMO energy is 4.03 eV. As for the energy relative to the best compared isomer or geometry (same formula, charge and spin): 35.9 kcal per mole.


(2)
Computed, not measured: an isolated ion of composition C4H8NO2 and charge -1 at a distorted geometry, with ωB97M-V/def2-TZVPD.

Cartesian coordinates (Å):
C  -0.547108  1.519015  0.249073
C  -0.256154  0.247120  -0.599740
C  1.276234  0.029067  -0.810034
O  2.008124  -0.587173  0.243144
N  -1.188435  -0.843326  -0.263957
C  -1.049775  -1.654494  0.740943
O  -0.283982  -1.656532  1.743711
H  -0.151397  1.421971  1.254942
H  -1.656277  1.626164  0.280242
H  -0.167257  2.393203  -0.294826
H  -0.609091  0.536989  -1.602322
H  1.731046  1.031315  -0.940193
H  1.344930  -0.666246  -1.634484
H  1.357701  -0.960090  0.896845
H  -1.808554  -2.436977  0.736659

Forces on atoms 1 to 3 (eV/Å):
C -0.778 -0.507 -0.676
C -0.596 0.695 0.481
C -0.889 -0.451 1.180

As for the SMILES: C[C@@H](CO)/N=C\[O-]. Its charge is -1. The value obtained for the LUMO energy is 4.21 eV. As for the energy relative to the best compared isomer or geometry (same formula, charge and spin): 34.7 kcal per mole.


(3)
Computed, not measured: an isolated ion of composition C4H8NO2 and charge -1 at a distorted geometry, with ωB97M-V/def2-TZVPD.

Cartesian coordinates (Å):
O  -2.572735  -0.162474  1.289592
C  -1.610989  0.538349  1.463241
C  -0.389928  0.646322  0.546088
C  -0.698256  0.042752  -0.787042
N  0.598670  -0.097180  -1.499530
C  2.065639  -0.048729  -0.853189
O  2.268740  -0.897712  0.113934
H  -1.647793  1.218703  2.364615
H  -0.083344  1.694854  0.556131
H  0.386165  0.035282  1.040789
H  -1.385519  0.586561  -1.442729
H  -1.117646  -0.962490  -0.736227
H  0.578683  -0.959742  -2.025165
H  2.673588  -0.348642  -1.767291
H  2.166768  1.046217  -0.712724

Forces on atoms 1 to 3 (eV/Å):
O -0.235 -0.397 -0.151
C 0.421 1.006 0.058
C -2.002 -0.412 1.683

As for the SMILES: O=CCCNC[O-]. Its charge is -1. The value obtained for the LUMO energy is 3.79 eV. As for the energy relative to the best compared isomer or geometry (same formula, charge and spin): 74.4 kcal per mole.


(4)
Computed, not measured: a 2-piece molecular cluster, C4H8NO2 overall at a distorted geometry, with ωB97M-V/def2-TZVPD.

Cartesian coordinates (Å):
O  3.571420  -2.962492  -2.250331
C  2.539913  -2.096627  -2.425508
C  -0.751297  0.668270  0.948212
C  0.675058  0.489055  0.903004
N  -1.300119  1.815320  1.240693
C  -2.795568  1.636261  1.456126
O  -3.480598  0.547635  1.147274
H  2.931096  -1.128262  -2.851589
H  1.685834  -2.251450  -3.168279
H  2.055462  -1.816606  -1.471624
H  1.084687  -0.454118  1.230130
H  1.167418  1.444106  1.077571
H  -1.299725  -0.237957  0.702030
H  -2.796600  1.883611  2.578028
H  -3.286980  2.463253  0.884261

Forces on atoms 1 to 3 (eV/Å):
O -0.582 -0.592 -0.449
C 0.998 0.901 -0.226
C 1.560 -0.369 -0.533

The expectation value of S² is 0.783. As for the multiplicity: 2. Its charge is -2. The value obtained for the LUMO energy (alpha / beta) is 6.67 / 5.94 eV. As for the energy relative to the best compared isomer or geometry (same formula, charge and spin): 75.2 kcal per mole.


(5)
Computed, not measured: an isolated ion of composition C4H8NO2 and charge +1 at a distorted geometry, with ωB97M-V/def2-TZVPD.

Cartesian coordinates (Å):
C  -1.756568  -0.696101  -0.117731
N  -0.617577  -0.154434  -0.158594
C  -0.335334  1.214743  -0.008549
C  1.195519  1.183621  0.171130
O  1.601483  -0.076403  -0.404083
C  0.559022  -1.007443  -0.505279
O  0.501853  -2.070242  0.371693
H  -1.843436  -1.761595  -0.179291
H  -2.598508  -0.009059  -0.103775
H  -0.768533  1.669786  0.977434
H  -0.587960  1.788402  -0.881766
H  1.676097  2.105141  -0.135559
H  1.555182  1.006010  1.226239
H  0.475527  -1.417907  -1.460245
H  0.943228  -1.774524  1.208382

Forces on atoms 1 to 3 (eV/Å):
C -0.748 1.001 -0.233
N -1.430 -1.345 -0.801
C 1.195 2.370 2.616

As for the SMILES: C=[N+]1CCO[C@H]1O. Its charge is +1. The value obtained for the LUMO energy is -5.38 eV. As for the energy relative to the best compared isomer or geometry (same formula, charge and spin): 49.1 kcal per mole.


(6)
Computed, not measured: an isolated ion of composition C4H8NO2 and charge +1 at a distorted geometry, with ωB97M-V/def2-TZVPD.

Cartesian coordinates (Å):
N  -0.506588  -1.206975  -0.424979
C  0.386585  -0.044639  -0.844859
C  1.783948  -0.375798  -0.351330
O  1.928593  -1.204407  0.508179
C  -0.063209  1.295067  -0.242638
C  -1.393866  1.284931  0.503173
O  -2.035577  0.298309  0.737178
H  0.082855  -1.880835  0.066980
H  -1.252143  -0.845672  0.199546
H  -0.929987  -1.602912  -1.260736
H  0.298270  0.032832  -1.911212
H  2.626175  0.155228  -0.782400
H  0.608024  1.691069  0.526534
H  -0.193498  2.015410  -1.027406
H  -1.746623  2.271544  0.855909

Forces on atoms 1 to 3 (eV/Å):
N 1.177 0.005 -1.090
C -0.646 -0.333 0.693
C 0.023 -0.636 0.259

As for the SMILES: [NH3+][C@H](C=O)CC=O. Its charge is +1. The value obtained for the LUMO energy is -3.84 eV. As for the energy relative to the best compared isomer or geometry (same formula, charge and spin): 27.2 kcal per mole.


(7)
Computed, not measured: a 2-piece molecular cluster, C4H8NO2 overall at a distorted geometry, with ωB97M-V/def2-TZVPD.

Cartesian coordinates (Å):
C  -2.365545  -0.355995  -0.101657
C  -1.764342  0.721875  -0.488557
C  0.583197  -1.471882  0.215543
C  0.671050  -0.173512  -0.472433
N  1.045351  0.896314  0.171538
O  -2.740170  -1.348134  0.278984
O  -1.426045  1.781848  0.390124
H  -1.625178  0.823979  -1.479326
H  1.412717  -1.490753  0.819668
H  0.567670  -2.284406  -0.485441
H  -0.300568  -1.539764  0.843663
H  0.221881  -0.251759  -1.527287
H  1.446938  0.875347  1.093212
H  -1.795127  1.722771  1.306198
H  0.716918  1.805131  -0.115112

Forces on atoms 1 to 3 (eV/Å):
C 0.530 0.961 -0.071
C -0.038 1.692 3.407
C -0.537 0.337 -1.042

Its charge is +1. The value obtained for the LUMO energy (alpha / beta) is -4.74 / -4.74 eV. As for the energy relative to the best compared isomer or geometry (same formula, charge and spin): 76.1 kcal per mole.


(8)
Computed, not measured: an isolated ion of composition C4H8NO2 and charge +1 at a distorted geometry, with ωB97M-V/def2-TZVPD.

Cartesian coordinates (Å):
C  -0.835581  0.512840  0.710839
C  0.749659  -1.037911  0.926004
C  0.387628  0.217404  1.341058
C  0.050183  0.900017  -1.538216
N  0.550024  -1.589174  -0.322362
O  0.535597  0.764781  2.574873
O  -0.938672  0.249323  -0.603341
H  -1.852560  0.641858  1.268042
H  1.043838  0.936556  -1.200782
H  -0.534096  1.834363  -1.705904
H  -0.222670  0.275775  -2.339986
H  0.213301  -2.601861  -0.233683
H  1.350372  -1.409541  -0.963074
H  -0.320927  -0.972032  -0.818806
H  -0.176096  1.277603  2.905339

Forces on atoms 1 to 3 (eV/Å):
C -1.081 -0.550 -0.002
C 0.423 0.445 2.735
C -2.142 0.961 0.797

Its charge is +1. The value obtained for the LUMO energy (alpha / beta) is -4.91 / -4.91 eV. As for the energy relative to the best compared isomer or geometry (same formula, charge and spin): 151.0 kcal per mole.


(9)
Computed, not measured: a 2-piece molecular cluster, C4H8NO2 overall at a distorted geometry, with ωB97M-V/def2-TZVPD.

Cartesian coordinates (Å):
C  -0.779839  1.168795  0.687565
C  0.623406  -1.070588  2.163625
C  0.121215  0.230854  0.474437
C  -0.159084  -0.790677  -1.682949
N  0.806522  -0.039152  -0.794720
O  1.653798  -1.575704  1.944236
O  -1.174831  2.048588  -0.258617
H  -1.135180  1.286878  1.753699
H  -0.072682  -1.115751  2.977157
H  -0.762542  -1.371329  -1.069567
H  -0.757858  -0.204118  -2.376848
H  0.478890  -1.517802  -2.232641
H  1.191435  0.823806  -1.188382
H  1.525752  -0.773847  -0.405657
H  -1.559005  2.900048  0.008661

Forces on atoms 1 to 3 (eV/Å):
C -4.331 5.640 1.634
C -0.753 0.922 -1.680
C 3.349 -5.540 1.443

The expectation value of S² is 2.006. As for the multiplicity: 3. Its charge is +1. The value obtained for the LUMO energy (alpha / beta) is -3.59 / -7.35 eV. As for the energy relative to the best compared isomer or geometry (same formula, charge and spin): 96.6 kcal per mole.


(10)
Computed, not measured: a 2-piece molecular cluster, C4H8NO2Si overall at a distorted geometry, with ωB97M-V/def2-TZVPD.

Cartesian coordinates (Å):
C  -3.114885  -1.708846  -0.856798
C  0.345599  0.443997  0.878697
C  0.282422  1.081483  -0.504523
C  -0.007745  -1.028956  0.722576
N  -0.936277  0.597634  -1.100992
O  -3.607519  -2.224890  0.149855
O  -3.588123  -1.571064  -1.991522
Si  -1.264414  -1.060470  -0.729329
H  1.329949  0.596006  1.335432
H  -0.403107  0.927555  1.512529
H  0.268808  2.179581  -0.434020
H  1.175815  0.793560  -1.087825
H  0.878716  -1.591476  0.436409
H  -0.361251  -1.444768  1.661956
H  -1.195554  1.034795  -1.968858
H  -0.204384  -2.203638  -1.861965

Forces on atoms 1 to 3 (eV/Å):
C 0.363 0.062 -0.004
C 0.112 0.267 0.111
C 0.279 0.393 0.018

Its charge is -1. The value obtained for the LUMO energy is 3.68 eV. As for the energy relative to the best compared isomer or geometry (same formula, charge and spin): 0.0 kcal per mole.


(11)
Computed, not measured: a 2-piece molecular cluster, C4H8NO3 overall at a distorted geometry, with ωB97M-V/def2-TZVPD.

Cartesian coordinates (Å):
O  -1.188078  0.287264  -0.914630
C  -0.291080  -0.314720  -1.569528
O  0.839057  -0.675599  -1.127368
C  -0.606242  -0.631027  -3.043954
H  0.102321  -1.375259  -3.447296
H  -1.650076  -1.055543  -3.126634
H  -0.584978  0.280393  -3.680460
C  -0.458207  1.282785  2.454298
N  -0.030840  0.441860  1.472580
C  1.200112  -0.328266  1.644380
O  0.094808  1.442549  3.543736
H  -1.418820  1.842329  2.156452
H  -0.503426  0.392436  0.564786
H  1.983351  0.081715  1.018434
H  1.028288  -1.386624  1.358255
H  1.483803  -0.284286  2.696943

Forces on atoms 1 to 3 (eV/Å):
O -0.052 -0.147 -0.531
C 0.996 -0.223 0.228
O -1.147 0.298 -0.731

Its charge is -1. The value obtained for the LUMO energy is 4.06 eV. As for the energy relative to the best compared isomer or geometry (same formula, charge and spin): 14.4 kcal per mole.


(12)
Computed, not measured: a 2-piece molecular cluster, C4H8NO3 overall at a distorted geometry, with ωB97M-V/def2-TZVPD.

Cartesian coordinates (Å):
C  2.569015  -1.042731  -0.617953
C  1.621467  -1.887586  0.302531
O  2.035053  -2.900531  0.719710
N  0.262587  -1.517866  0.405431
H  -0.193609  -2.032849  1.155860
H  -0.129348  -0.629579  0.162156
H  2.901802  -0.222440  -0.060830
H  2.036799  -0.700448  -1.456334
H  3.577400  -1.458700  -0.854773
C  -1.244850  2.900160  0.464310
C  -1.749037  1.665054  -0.275905
O  -2.939899  1.640034  -0.670644
O  -0.812191  0.846592  -0.451237
H  -1.713576  3.714805  0.186904
H  -0.166124  2.778187  0.523963
H  -1.594716  2.677949  1.484517

Forces on atoms 1 to 3 (eV/Å):
C 0.151 -1.038 1.161
C -1.906 3.350 -3.131
O 1.313 -3.710 2.366

Its charge is -1. The value obtained for the LUMO energy is 3.72 eV. As for the energy relative to the best compared isomer or geometry (same formula, charge and spin): 28.4 kcal per mole.